(1)
H5N2OP | ωB97M-V with the def2-TZVPD basis set

Each line ends with the Löwdin charge.
Atoms and positions in Å:
N: 1.55500 -0.92187 -0.00748  -0.0983
N: -0.86427 1.02002 -0.37686  -0.1435
O: -1.68782 -1.35988 0.39180  -0.3741
P: -0.69777 -0.31552 0.54498  0.6415
H: 1.45527 -0.74680 -0.99426  -0.0661
H: 2.15261 -0.18674 0.34532  -0.0634
H: -1.12965 0.97286 -1.37808  0.0881
H: 0.07119 1.36669 -0.29436  0.0140
H: -0.85456 0.17125 1.76894  0.0016

Forces on the atoms, in the same order (eV/Å):
-3.4 0.2 1.5
-0.1 0.5 -1.2
-0.4 -1.3 -0.6
2.2 -1.8 -2.0
-0.1 0.1 -0.6
0.1 0.4 0.2
0.2 -0.3 1.1
0.6 1.2 -0.5
0.9 0.9 2.0

orbital gap	9.6	eV
molar mass	80.027	g/mol
highest occupied orbital energy	-9.5	eV
F_max	3.68	eV/A
E_tot	-529.05395	hartree


(2)
H5N3O | ωB97M-V with the def2-TZVPD basis set

Each line ends with the Löwdin charge.
Atoms and positions in Å:
N: -0.94161 -1.72413 -0.71436  -0.0061
N: 0.76830 0.82881 -0.55787  -0.0519
N: -1.74040 -1.38026 0.16767  -0.0012
O: 1.48436 1.04753 0.67256  -0.1877
H: 0.90668 0.78288 1.47026  0.1137
H: -0.95395 -0.90268 -1.23513  -0.0129
H: 0.76301 -0.19982 -0.74573  0.0480
H: 1.38301 1.44200 -1.05562  0.0662
H: -1.95412 -2.10815 0.82897  0.0320

Forces on the atoms, in the same order (eV/Å):
-0.9 -1.7 1.9
-0.7 -0.3 1.5
-0.4 0.8 -0.3
-1.0 -1.1 2.6
0.9 0.7 -2.2
0.7 1.9 -2.1
1.1 1.5 -0.3
0.0 -0.6 -1.6
0.4 -1.1 0.4

orbital gap	9.8	eV
molar mass	63.060	g/mol
highest occupied orbital energy	-9.3	eV
F_max	3.01	eV/A
E_tot	-242.35281	hartree


(3)
H5N3O2 | ωB97M-V with the def2-TZVPD basis set

Each line ends with the Löwdin charge.
Atoms and positions in Å:
H: 1.75271 1.01088 -0.81905  0.0561
H: 1.11916 -0.09798 0.11048  -0.0030
H: 3.08044 -0.94910 0.67902  0.0585
H: 3.87014 0.32272 0.04960  0.0514
H: -3.59878 0.43502 0.13741  0.1217
N: 1.91645 0.52571 0.06707  -0.1042
N: 3.09710 -0.32171 -0.13441  -0.1014
N: -1.74996 0.17829 0.43662  -0.0736
O: -2.86524 -0.06400 -0.28485  0.0140
O: -0.76836 -0.36070 -0.05795  -0.0196

Forces on the atoms, in the same order (eV/Å):
0.3 -0.2 0.2
0.3 0.0 0.2
0.2 0.3 -0.4
-0.1 -0.4 0.0
0.7 -0.3 0.0
-0.2 0.3 -0.3
0.0 0.2 0.3
3.0 -1.1 -0.8
-0.5 -0.1 -0.4
-3.7 1.3 1.2

orbital gap	7.8	eV
molar mass	79.059	g/mol
highest occupied orbital energy	-8.1	eV
F_max	4.14	eV/A
E_tot	-317.59675	hartree


(4)
H5N4P | ωB97M-V with the def2-TZVPD basis set

Each line ends with the Löwdin charge.
Atoms and positions in Å:
N: -1.46321 -0.69277 -1.60145  -0.0932
N: -0.40427 -0.44823 -1.10786  -0.2538
N: -0.39658 0.06852 1.57570  -0.2274
N: 1.48052 1.05515 0.30311  -0.2862
P: -0.18103 1.14325 0.20723  0.7341
H: -1.52755 -1.59578 -2.10978  0.0448
H: -1.33306 -0.13394 1.49226  -0.0513
H: 0.12500 -0.83202 1.40936  0.0381
H: 1.99827 1.48552 -0.45376  0.0120
H: 1.70191 -0.04971 0.28519  0.0828

Forces on the atoms, in the same order (eV/Å):
-2.4 0.8 -0.2
2.3 0.6 1.4
2.6 0.4 -1.4
1.0 -3.3 -0.6
-0.5 -1.9 -0.1
0.7 0.0 0.1
-2.9 -1.0 0.5
-0.6 1.1 0.3
0.0 0.1 0.0
-0.1 3.2 0.0

orbital gap	8.7	eV
molar mass	92.042	g/mol
highest occupied orbital energy	-7.7	eV
F_max	3.47	eV/A
E_tot	-563.31727	hartree


(5)
H5NO | ωB97M-V with the def2-TZVPD basis set

Each line ends with the Löwdin charge.
Atoms and positions in Å:
N: -1.45377 0.35522 0.61483  -0.0071
H: -0.44857 0.48397 0.46115  -0.0251
H: -1.82541 -0.11076 -0.21906  0.0068
H: -1.55416 -0.30334 1.39383  0.0081
O: 1.59153 -0.27956 -0.41362  -0.0897
H: 1.68566 0.65720 -0.69977  0.0530
H: 2.00475 -0.80271 -1.13737  0.0539

Forces on the atoms, in the same order (eV/Å):
0.1 -0.3 0.0
-0.5 -0.3 0.1
0.3 0.2 0.4
0.1 0.3 -0.4
0.5 0.5 -1.0
0.0 -1.0 0.2
-0.4 0.6 0.8

orbital gap	10.5	eV
molar mass	35.046	g/mol
highest occupied orbital energy	-9.7	eV
F_max	1.25	eV/A
E_tot	-132.98419	hartree


(6)
H5NO | ωB97M-V with the def2-TZVPD basis set

Each line ends with the Löwdin charge.
Atoms and positions in Å:
H: 1.36159 0.44557 -0.02485  0.0152
H: 1.07456 2.01632 0.41600  -0.0145
H: -0.21856 0.80698 0.30236  -0.0151
H: -1.31879 -1.90833 0.32977  0.0024
H: -0.72644 -1.39805 -0.99425  0.1078
N: 0.66304 1.22191 -0.03443  -0.0163
O: -0.83540 -1.18441 0.00539  -0.0795

Forces on the atoms, in the same order (eV/Å):
-0.9 1.0 0.0
-0.5 0.2 0.5
0.9 0.9 0.2
-1.0 -1.5 0.8
-0.3 0.7 2.6
0.6 -2.0 -0.8
1.2 0.7 -3.4

orbital gap	10.1	eV
molar mass	35.046	g/mol
highest occupied orbital energy	-9.3	eV
F_max	3.66	eV/A
E_tot	-132.97691	hartree


(7)
H5NO2Si | ωB97M-V with the def2-TZVPD basis set

Each line ends with the Löwdin charge.
Atoms and positions in Å:
N: -1.85686 0.33148 -0.17451  -0.2076
O: 1.37165 -1.59777 0.21155  -0.1047
O: 1.70200 1.09588 -0.42157  -0.1878
Si: 0.86630 -0.06985 0.38750  0.6226
H: -2.00646 0.69038 -1.13915  -0.1230
H: -1.99298 -0.73585 -0.42328  -0.0765
H: 1.77354 -2.04531 -0.44496  0.0032
H: 1.55590 2.06724 -0.15757  0.1131
H: 0.13308 -0.09874 1.56284  -0.0393

Forces on the atoms, in the same order (eV/Å):
2.1 -2.8 -1.2
-1.9 2.8 3.4
-0.4 1.3 1.5
-2.6 0.1 -2.9
0.3 0.1 0.6
0.2 2.2 0.9
2.1 -2.0 -3.5
0.2 -2.3 -0.6
0.0 0.5 2.0

orbital gap	7.5	eV
molar mass	79.131	g/mol
highest occupied orbital energy	-7.6	eV
F_max	4.75	eV/A
E_tot	-497.68367	hartree


(8)
H5NO3Si | ωB97M-V with the def2-TZVPD basis set

Each line ends with the Löwdin charge.
Atoms and positions in Å:
N: 2.14053 -0.18317 0.14276  -0.1130
O: -1.38177 0.52737 -1.22598  -0.0936
O: -1.23146 0.80689 1.36372  -0.0421
O: -1.11208 -1.68768 0.25384  -0.1289
Si: -0.80573 -0.10493 0.11858  0.3460
H: 2.11257 -0.09669 -0.89106  -0.1174
H: 2.13861 0.79710 0.47963  -0.1174
H: -0.71478 1.03525 -1.76174  0.1002
H: -0.58609 1.29698 1.78651  0.0266
H: -0.55981 -2.39111 -0.26625  0.1399

Forces on the atoms, in the same order (eV/Å):
-3.1 0.6 -0.4
1.1 1.1 -1.9
-2.0 -1.5 -0.9
1.3 -1.7 -1.1
3.0 -1.2 0.4
0.3 0.1 0.5
0.2 -0.4 -0.3
-1.2 -0.7 0.7
2.0 1.5 1.5
-1.5 2.3 1.5

orbital gap (alpha / beta)	8.1 / 8.1	eV
molar mass	95.130	g/mol
highest occupied orbital energy (alpha / beta)	-8.4 / -8.4	eV
F_max	3.27	eV/A
E_tot	-572.99989	hartree